1.
C41H78F30N10O23S10 | ωB97M-V with the def2-TZVPD basis set

Properties
calculated total energy = -10863.98778 hartree

CARTESIAN COORDINATES (ANGSTROEM)
C: 17.93 19.04 16.26
N: 18.98 18.43 17.21
C: 19.95 19.52 17.67
C: 18.11 17.71 18.34
C: 19.59 17.33 16.26
C: 20.76 16.54 16.83
O: 21.99 17.29 16.88
H: 18.46 19.64 15.53
H: 17.25 19.66 16.85
H: 17.43 18.25 15.70
H: 19.36 20.35 18.07
H: 20.54 19.73 16.78
H: 20.64 19.00 18.34
H: 17.57 18.41 18.98
H: 18.77 17.00 18.83
H: 17.31 17.19 17.81
H: 19.86 17.96 15.42
H: 18.76 16.68 16.01
H: 20.88 15.69 16.16
H: 20.50 16.15 17.82
H: 22.63 16.91 16.27
C: 21.66 8.98 12.61
N: 21.36 8.29 11.22
C: 21.49 9.32 10.09
C: 22.39 7.14 11.01
C: 19.96 7.74 11.34
C: 19.34 6.97 10.16
O: 19.37 7.61 8.97
H: 21.61 8.18 13.36
H: 20.95 9.77 12.85
H: 22.70 9.29 12.55
H: 21.39 8.75 9.17
H: 22.45 9.81 9.96
H: 20.73 10.10 10.13
H: 22.44 6.55 11.93
H: 23.35 7.55 10.71
H: 21.99 6.51 10.21
H: 19.45 8.70 11.49
H: 20.03 7.19 12.27
H: 18.28 6.72 10.27
H: 19.79 5.98 10.10
H: 18.75 7.15 8.41
C: 21.07 -1.46 9.63
N: 19.61 -1.99 9.46
C: 18.66 -0.94 10.06
C: 19.37 -2.11 8.03
C: 19.43 -3.43 10.10
C: 19.34 -3.48 11.65
O: 18.06 -3.04 12.04
H: 21.29 -0.47 9.23
H: 21.79 -2.14 9.15
H: 21.30 -1.33 10.68
H: 17.67 -1.39 10.07
H: 18.71 0.05 9.61
H: 18.87 -0.88 11.13
H: 18.29 -2.11 7.92
H: 19.86 -3.02 7.70
H: 19.67 -1.23 7.45
H: 20.29 -3.97 9.70
H: 18.49 -3.78 9.65
H: 20.16 -2.87 12.01
H: 19.46 -4.53 11.91
H: 17.37 -3.70 11.94
C: 18.59 9.24 18.91
C: 19.48 8.27 19.72
C: 18.86 7.99 21.10
N: 20.00 7.59 22.11
C: 20.82 6.38 21.49
C: 20.84 8.79 22.56
C: 20.85 8.91 24.13
C: 20.47 7.56 24.55
C: 19.39 7.11 23.49
H: 18.34 8.91 17.90
H: 19.01 10.23 18.75
H: 17.56 9.33 19.26
H: 20.56 8.39 19.66
H: 19.55 7.33 19.19
H: 18.17 7.15 21.10
H: 18.49 8.88 21.61
H: 21.52 6.81 20.78
H: 20.08 5.65 21.17
H: 21.35 5.93 22.33
H: 21.78 8.54 22.07
H: 20.54 9.72 22.08
H: 21.85 9.16 24.47
H: 20.12 9.65 24.47
H: 21.31 6.87 24.48
H: 20.12 7.61 25.58
H: 19.30 6.03 23.35
H: 18.47 7.66 23.69
C: 15.00 9.52 -2.30
C: 15.97 10.46 -1.56
C: 16.79 9.85 -0.42
N: 17.47 10.97 0.51
C: 18.60 11.55 -0.36
C: 18.02 10.30 1.80
C: 17.95 11.35 2.97
C: 17.23 12.58 2.41
C: 16.53 12.00 1.20
H: 14.63 8.78 -1.60
H: 15.46 8.90 -3.07
H: 14.22 10.11 -2.78
H: 15.30 11.19 -1.11
H: 16.57 11.13 -2.18
H: 17.57 9.17 -0.75
H: 16.11 9.37 0.29
H: 19.13 12.34 0.19
H: 18.18 12.03 -1.24
H: 19.48 10.96 -0.61
H: 18.97 9.80 1.63
H: 17.36 9.45 2.00
H: 18.98 11.32 3.31
H: 17.48 10.94 3.87
H: 17.88 13.44 2.28
H: 16.65 13.00 3.24
H: 16.09 12.61 0.41
H: 15.73 11.36 1.56
C: 15.42 14.81 11.73
F: 14.49 15.30 10.85
F: 15.23 15.25 12.99
F: 15.49 13.53 11.74
S: 17.16 15.31 11.08
O: 18.11 14.67 11.90
O: 17.15 14.77 9.72
N: 17.10 17.03 11.28
S: 17.36 17.57 9.95
O: 18.57 17.02 9.20
O: 16.15 17.79 9.13
C: 18.07 19.33 10.44
F: 19.23 19.15 11.00
F: 18.32 19.83 9.21
F: 17.22 20.08 11.16
C: 19.88 2.57 15.95
F: 19.22 1.47 15.47
F: 19.25 3.69 15.58
F: 20.01 2.53 17.24
S: 21.73 2.55 15.29
O: 22.17 1.18 15.52
O: 21.62 2.89 13.85
N: 22.45 3.85 16.04
S: 23.93 3.40 16.35
O: 23.99 3.18 17.76
O: 24.48 2.45 15.35
C: 24.91 4.99 16.03
F: 24.21 5.92 16.51
F: 26.04 5.02 16.66
F: 25.14 5.14 14.66
C: 27.70 14.04 16.91
F: 27.48 12.84 16.31
F: 26.53 14.38 17.48
F: 28.74 14.01 17.76
S: 28.19 15.32 15.49
O: 28.34 16.65 16.14
O: 29.50 14.75 15.10
N: 26.78 15.20 14.47
S: 27.32 14.66 13.22
O: 28.36 15.37 12.46
O: 27.55 13.24 13.31
C: 25.59 14.74 12.16
F: 25.90 14.22 10.94
F: 24.60 14.06 12.78
F: 25.17 16.05 12.10
C: 13.47 5.99 6.69
F: 12.27 6.60 6.64
F: 14.29 6.88 7.39
F: 13.32 4.87 7.49
S: 14.36 5.51 5.03
O: 13.53 4.47 4.46
O: 14.31 6.77 4.30
N: 15.95 5.01 5.58
S: 16.34 3.89 4.71
O: 16.32 2.62 5.47
O: 15.81 3.78 3.36
C: 18.31 4.26 4.52
F: 18.82 3.30 3.77
F: 18.52 5.38 3.88
F: 19.03 4.35 5.66
C: 31.05 8.75 4.42
F: 31.27 7.66 3.64
F: 32.31 9.14 4.59
F: 30.40 9.62 3.72
S: 30.12 8.36 6.07
O: 31.23 7.84 7.00
O: 29.55 9.64 6.46
N: 29.00 7.10 5.52
S: 28.22 6.92 6.80
O: 29.08 6.80 8.00
O: 27.13 7.94 6.89
C: 27.41 5.05 6.55
F: 26.59 4.70 7.64
F: 26.76 5.01 5.39
F: 28.51 4.20 6.52

Mulliken population analysis, charges in e, atoms 1 to 99: C -0.990; N -0.191; C -0.819; C -0.757; C -0.338; C -0.583; O -0.515; H 0.467; H 0.376; H 0.454; H 0.358; H 0.351; H 0.380; H 0.353; H 0.302; H 0.373; H 0.405; H 0.363; H 0.461; H 0.218; H 0.329; C -0.895; N -0.072; C -0.899; C -0.910; C -0.499; C -0.687; O -0.474; H 0.421; H 0.337; H 0.431; H 0.415; H 0.359; H 0.374; H 0.449; H 0.390; H 0.326; H 0.418; H 0.362; H 0.471; H 0.376; H 0.303; C -0.936; N -0.140; C -0.946; C -0.909; C -0.347; C -0.604; O -0.495; H 0.375; H 0.403; H 0.411; H 0.402; H 0.362; H 0.442; H 0.401; H 0.379; H 0.397; H 0.359; H 0.391; H 0.343; H 0.376; H 0.336; C -1.386; C -0.321; C -0.984; N 0.082; C -1.086; C -0.534; C -0.529; C -0.552; C -0.614; H 0.367; H 0.315; H 0.383; H 0.464; H 0.428; H 0.420; H 0.561; H 0.457; H 0.350; H 0.418; H 0.345; H 0.390; H 0.315; H 0.326; H 0.253; H 0.381; H 0.366; H 0.385; C -1.331; C -0.224; C -0.559; N 0.219; C -0.947; C -0.778; C -0.521; C -0.879; C -0.554

2.
C41H79ClN10O11 | ωB97M-V with the def2-TZVPD basis set

Properties
SMILES string = CCCCN(CC(=O)Cl)[C@@H](OC#N)[C@@H](OCCCCCOC)c1ccccn1.CNC(C)=O.CNC(C)=O.CNC(C)=O.CNC(C)=O.CNC(C)=O.CNC(C)=O.CNC(C)=O
calculated total energy = -3445.08537 hartree

CARTESIAN COORDINATES (ANGSTROEM)
C: -3.01 0.17 0.91
C: -1.58 -0.17 1.36
C: -0.61 -0.34 0.20
C: -0.13 1.01 -0.35
N: 0.53 0.98 -1.66
C: -0.36 0.65 -2.74
C: -1.35 1.79 -2.95
O: -1.18 2.90 -2.63
Cl: -2.88 1.35 -3.76
C: 1.75 0.24 -1.64
O: 1.66 -1.02 -2.45
C: 1.51 -2.10 -1.78
N: 1.36 -3.07 -1.18
C: 2.94 1.01 -2.25
O: 2.81 2.40 -2.19
C: 2.71 2.94 -0.88
C: 3.34 4.34 -0.87
C: 2.54 5.36 -0.07
C: 2.71 5.29 1.46
C: 4.14 5.04 1.93
O: 4.50 5.75 3.10
C: 3.71 5.36 4.22
C: 4.29 0.52 -1.71
C: 5.39 1.40 -1.76
C: 6.62 0.95 -1.26
C: 6.71 -0.37 -0.77
C: 5.53 -1.15 -0.77
N: 4.34 -0.72 -1.22
H: -3.11 1.24 0.72
H: -3.71 -0.15 1.69
H: -3.23 -0.42 0.02
H: -1.62 -1.12 1.89
H: -1.19 0.56 2.08
H: -1.03 -1.00 -0.56
H: 0.27 -0.88 0.58
H: -0.96 1.72 -0.33
H: 0.60 1.39 0.36
H: 0.16 0.57 -3.70
H: -0.97 -0.25 -2.58
H: 2.00 -0.09 -0.63
H: 2.95 0.76 -3.32
H: 1.65 3.07 -0.65
H: 3.14 2.28 -0.12
H: 3.33 4.67 -1.91
H: 4.39 4.30 -0.59
H: 2.80 6.36 -0.43
H: 1.48 5.22 -0.31
H: 2.40 6.25 1.88
H: 2.02 4.53 1.83
H: 4.30 3.96 2.05
H: 4.84 5.38 1.16
H: 2.80 5.96 4.26
H: 3.47 4.30 4.16
H: 4.31 5.55 5.10
H: 5.31 2.41 -2.15
H: 7.50 1.58 -1.25
H: 7.63 -0.79 -0.40
H: 5.58 -2.16 -0.39
C: 8.38 -3.52 -5.11
C: 7.80 -2.46 -4.21
O: 8.50 -1.68 -3.58
N: 6.45 -2.40 -4.12
C: 5.45 -3.24 -4.76
H: 9.47 -3.45 -5.08
H: 8.09 -4.52 -4.77
H: 8.05 -3.38 -6.14
H: 6.13 -1.66 -3.51
H: 4.80 -2.64 -5.39
H: 4.85 -3.72 -3.99
H: 5.91 -4.01 -5.37
C: 1.60 -4.83 -4.12
C: 2.58 -5.55 -5.00
O: 3.34 -4.94 -5.74
N: 2.62 -6.90 -4.92
C: 1.79 -7.76 -4.09
H: 1.69 -3.76 -4.31
H: 0.58 -5.14 -4.35
H: 1.80 -5.02 -3.07
H: 3.30 -7.33 -5.52
H: 2.43 -8.34 -3.42
H: 1.23 -8.45 -4.72
H: 1.09 -7.18 -3.50
C: -3.02 -6.27 -1.56
C: -1.61 -5.78 -1.78
O: -0.84 -6.36 -2.54
N: -1.23 -4.67 -1.11
C: -2.00 -3.88 -0.18
H: -3.18 -7.17 -2.15
H: -3.18 -6.52 -0.51
H: -3.75 -5.52 -1.86
H: -0.28 -4.38 -1.31
H: -2.09 -2.86 -0.55
H: -1.51 -3.85 0.79
H: -3.00 -4.29 -0.05
C: -7.31 -2.07 2.63
C: -6.54 -0.82 2.25
O: -5.46 -0.55 2.74
N: -7.10 0.00 1.32
C: -8.36 -0.16 0.62
H: -6.73 -2.61 3.37
H: -8.28 -1.80 3.05
H: -7.45 -2.71 1.76
H: -6.53 0.81 1.11
H: -8.19 -0.20 -0.45
H: -9.01 0.70 0.83
H: -8.86 -1.06 0.94
C: -3.88 2.63 3.92
C: -3.00 3.45 3.00
O: -2.25 2.92 2.20
N: -3.09 4.80 3.10
C: -3.92 5.60 3.99
H: -3.71 1.58 3.73
H: -3.64 2.84 4.97
H: -4.93 2.85 3.75
H: -2.48 5.29 2.46
H: -4.58 6.24 3.40
H: -3.28 6.22 4.61
H: -4.53 4.96 4.62
C: -7.87 9.15 4.15
C: -6.44 8.67 4.03
O: -6.15 7.68 3.38
N: -5.48 9.39 4.67
C: -5.65 10.58 5.48
H: -8.51 8.48 3.59
H: -8.19 9.15 5.19
H: -7.97 10.16 3.75
H: -4.55 9.02 4.55
H: -5.07 11.40 5.06
H: -5.29 10.40 6.50
H: -6.69 10.88 5.53
C: 0.79 -8.35 2.20
C: 0.33 -6.92 2.02
O: -0.54 -6.42 2.71
N: 0.94 -6.20 1.04
C: 1.98 -6.62 0.12
H: 0.21 -8.79 3.01
H: 0.61 -8.93 1.30
H: 1.84 -8.39 2.46
H: 0.59 -5.26 0.97
H: 2.86 -5.98 0.24
H: 1.62 -6.52 -0.91
H: 2.26 -7.65 0.30

Mulliken population analysis, charges in e, atoms 1 to 99: C -0.941; C -0.739; C 0.258; C -1.379; N 1.138; C -0.802; C 0.484; O -0.381; Cl -0.229; C -0.943; O -0.608; C 0.605; N -0.642; C -0.752; O -0.510; C 0.119; C -0.720; C -1.215; C -0.290; C -0.468; O -0.477; C -0.724; C 0.544; C -0.560; C -0.830; C -0.380; C -0.668; N 0.007; H 0.214; H 0.062; H 0.588; H 0.474; H 0.306; H -0.419; H 0.308; H 0.429; H 0.501; H 0.701; H 0.243; H 1.054; H 0.614; H -0.062; H 0.360; H 0.390; H 0.285; H 0.426; H 0.386; H 0.480; H 0.255; H 0.342; H 0.312; H 0.259; H 0.317; H 0.263; H 0.589; H 0.451; H 0.434; H 0.404; C -1.366; C 0.906; O -0.653; N 0.128; C -0.950; H 0.309; H 0.352; H 0.358; H -0.022; H 0.267; H 0.261; H 0.409; C -0.650; C 0.289; O -0.677; N -0.121; C -0.452; H 0.178; H 0.515; H 0.134; H 0.259; H 0.245; H 0.280; H 0.026; C -1.656; C 1.020; O -0.545; N 0.484; C -0.977; H 0.329; H 0.377; H 0.377; H -0.173; H 0.233; H 0.252; H 0.454; C -1.490; C 0.880; O -0.649; N -0.107; C -0.921

3.
C41H82As3IN8O7RbS2Si2Te | ωB97M-V with the def2-TZVPD basis set

Properties
total charge = -1
calculated total energy = -11248.76096 hartree

CARTESIAN COORDINATES (ANGSTROEM)
Rb: 0.54 0.03 0.48
C: -3.70 -1.18 6.25
C: -3.13 -2.16 5.23
N: -1.75 -1.86 4.86
C: -1.43 -0.80 4.02
S: 0.17 -0.20 4.14
N: -2.44 -0.38 3.29
N: -2.18 0.42 2.22
C: -3.13 1.23 1.91
C: -4.38 1.41 2.73
C: -3.04 1.94 0.61
C: -4.18 2.54 0.06
C: -4.11 3.14 -1.18
C: -2.91 3.15 -1.86
C: -1.83 2.55 -1.24
N: -1.88 1.96 -0.05
H: -4.74 -1.43 6.49
H: -3.67 -0.17 5.85
H: -3.12 -1.20 7.17
H: -3.72 -2.13 4.32
H: -3.16 -3.18 5.61
H: -1.07 -1.95 5.60
H: -4.22 0.99 3.72
H: -5.24 0.90 2.29
H: -4.63 2.47 2.82
H: -5.12 2.51 0.60
H: -5.00 3.58 -1.62
H: -2.81 3.60 -2.84
H: -0.86 2.53 -1.73
C: 1.69 2.91 4.29
As: 1.56 2.78 2.34
C: -0.11 3.80 2.18
C: 2.90 4.23 2.14
C: 3.15 5.07 0.87
C: 4.45 5.85 1.17
C: 3.44 4.23 -0.38
As: 2.13 2.94 -1.13
C: 3.36 2.38 -2.54
C: 1.14 4.17 -2.33
C: 1.97 6.05 0.68
As: 2.32 7.87 -0.05
C: 1.45 7.79 -1.81
C: 0.79 8.68 0.85
H: 1.49 3.94 4.60
H: 2.69 2.63 4.61
H: 0.97 2.23 4.74
H: -0.03 4.76 2.69
H: -0.90 3.20 2.63
H: -0.37 3.95 1.13
H: 3.83 3.73 2.42
H: 2.68 4.94 2.95
H: 5.24 5.16 1.44
H: 4.30 6.55 2.00
H: 4.78 6.43 0.30
H: 4.31 3.60 -0.19
H: 3.71 4.89 -1.21
H: 3.80 3.26 -3.02
H: 2.83 1.78 -3.27
H: 4.14 1.76 -2.10
H: 1.82 4.89 -2.79
H: 0.34 4.69 -1.81
H: 0.70 3.56 -3.12
H: 1.55 6.28 1.66
H: 1.16 5.59 0.10
H: 2.11 7.31 -2.53
H: 1.28 8.81 -2.14
H: 0.51 7.26 -1.76
H: 0.99 8.77 1.92
H: -0.11 8.08 0.71
H: 0.62 9.68 0.45
C: 3.35 -6.56 3.20
Si: 2.04 -5.23 3.34
C: 0.59 -5.95 4.29
C: 2.74 -3.82 4.33
C: 1.48 -4.74 1.63
Te: -0.07 -3.27 1.70
C: -1.63 -4.76 1.52
Si: -2.05 -5.14 -0.25
C: -3.33 -6.51 -0.32
C: -0.56 -5.69 -1.21
C: -2.77 -3.61 -1.03
H: 3.70 -6.87 4.19
H: 4.22 -6.19 2.64
H: 2.97 -7.45 2.69
H: 0.89 -6.18 5.32
H: 0.22 -6.87 3.83
H: -0.22 -5.22 4.33
H: 2.91 -4.15 5.36
H: 2.05 -2.97 4.34
H: 3.70 -3.50 3.91
H: 1.07 -5.61 1.10
H: 2.28 -4.32 1.01
H: -2.51 -4.34 2.02
H: -1.32 -5.64 2.09
H: -2.94 -7.43 0.13
H: -3.62 -6.73 -1.35
H: -4.23 -6.23 0.23
H: -0.09 -6.58 -0.78
H: 0.19 -4.89 -1.25
H: -0.85 -5.94 -2.24
H: -3.77 -3.40 -0.63
H: -2.85 -3.70 -2.12
H: -2.13 -2.76 -0.82
C: -2.47 -4.58 -7.04
C: -1.72 -3.25 -7.13
S: -2.42 -2.12 -5.96
O: -3.74 -1.75 -6.41
O: -2.22 -2.66 -4.64
C: -1.39 -0.68 -6.14
C: -1.96 0.50 -5.36
N: -2.13 0.22 -3.94
C: -1.13 -0.12 -3.08
N: -1.59 -0.47 -1.90
C: -2.94 -0.39 -1.98
C: -3.29 0.04 -3.22
N: -4.60 0.43 -3.65
O: -5.53 0.10 -2.94
O: -4.71 1.09 -4.68
C: 0.32 -0.08 -3.42
H: -2.06 -5.28 -7.76
H: -3.53 -4.45 -7.25
H: -2.37 -5.01 -6.04
H: -1.82 -2.79 -8.11
H: -0.67 -3.35 -6.86
H: -1.39 -0.43 -7.20
H: -0.39 -0.97 -5.82
H: -2.92 0.78 -5.76
H: -1.29 1.36 -5.47
H: -3.59 -0.58 -1.14
H: 0.54 0.62 -4.23
H: 0.69 -1.07 -3.68
H: 0.87 0.24 -2.54
N: 4.30 -2.11 1.29
C: 3.40 -1.36 1.97
O: 2.21 -1.58 1.96
C: 3.91 -0.25 2.87
I: 5.42 0.99 2.02
H: 3.89 -2.63 0.52
H: 5.22 -1.73 1.15
H: 4.34 -0.69 3.77
H: 3.06 0.38 3.13
C: 4.27 -1.33 -2.26
O: 2.72 -0.09 -0.97
C: 3.07 -1.25 -1.33
O: 2.52 -2.32 -0.98
H: 5.09 -0.72 -1.86
H: 4.01 -0.90 -3.23
H: 4.60 -2.36 -2.40

Mulliken population analysis, charges in e, atoms 1 to 99: Rb 0.905; C -1.205; C -0.443; N 0.172; C -0.402; S -0.428; N -0.954; N 1.325; C -0.026; C -1.541; C 0.667; C -0.925; C -1.024; C -0.765; C -0.805; N 1.259; H 0.354; H 0.226; H 0.329; H 0.241; H 0.480; H 0.280; H 0.118; H 0.296; H 0.414; H 0.499; H 0.389; H 0.532; H 0.402; C -1.488; As 0.370; C -0.769; C -2.228; C 3.065; C -2.522; C -2.210; As 1.028; C -1.206; C -1.435; C -1.046; As 0.208; C -1.061; C -1.227; H 0.530; H 0.373; H 0.298; H 0.465; H 0.377; H -0.194; H 0.275; H 0.686; H 0.541; H 0.494; H 0.562; H 0.435; H 0.513; H 0.538; H 0.218; H 0.137; H 0.479; H 0.222; H 0.509; H 0.565; H -0.006; H 0.255; H 0.441; H 0.268; H 0.343; H 0.343; H 0.411; C -1.113; Si 0.257; C -0.953; C -0.593; C -0.483; Te -0.261; C -0.890; Si 0.097; C -1.074; C -0.778; C -0.012; H 0.289; H 0.284; H 0.299; H 0.371; H 0.294; H 0.157; H 0.534; H -0.012; H 0.147; H 0.256; H 0.186; H 0.504; H 0.361; H 0.268; H 0.254; H 0.304; H 0.322; H 0.075

- The lowest calculated total energy belongs to which entry?
  C41H82As3IN8O7RbS2Si2Te

- Which formula does entry 3 have?
  C41H82As3IN8O7RbS2Si2Te

- Among the records above, which one has the lowest calculated total energy?
  C41H82As3IN8O7RbS2Si2Te

- Look up the calculated total energy of the third one.
  -11248.76096 hartree